This record from the Open Molecules 2025 dataset describes a molecular structure, C50H81Cl3CsN4O2S6SbSeSi in a non-equilibrium geometry. The level of theory is ωB97M-V/def2-TZVPD.

The geometry in XYZ format:
```
150
Properties=species:S:1:pos:R:3:forces:R:3
Cs 1.136 0.480 0.692 0.26 -1.25 -1.25
C -0.457 2.383 -3.937 0.09 0.05 -0.11
C 0.950 1.817 -4.022 0.06 0.06 -0.05
S 1.204 0.144 -3.378 0.12 -0.03 0.20
C -0.125 -0.812 -4.156 -0.04 -0.11 -0.09
C -1.198 -1.239 -3.161 -0.05 0.12 0.00
S -2.550 -2.162 -3.946 0.03 -0.07 0.07
C -3.485 -0.828 -4.733 -0.02 0.06 -0.02
C -4.657 -0.283 -3.920 -0.10 -0.15 -0.06
S -4.228 0.715 -2.481 0.06 -0.03 0.10
C -3.750 2.235 -3.344 -0.06 0.04 -0.11
C -2.710 3.052 -2.590 0.03 -0.02 -0.15
S -1.148 2.213 -2.286 -0.08 -0.08 0.21
H -1.110 1.901 -4.672 0.00 0.01 0.02
H -0.397 3.450 -4.173 0.02 -0.01 0.01
H 1.618 2.443 -3.422 -0.04 0.00 0.02
H 1.292 1.857 -5.060 -0.02 0.01 0.04
H 0.320 -1.690 -4.627 -0.02 0.02 0.03
H -0.556 -0.206 -4.953 0.00 -0.01 -0.04
H -1.620 -0.380 -2.640 0.06 -0.08 -0.02
H -0.779 -1.906 -2.405 0.00 -0.02 0.00
H -3.865 -1.241 -5.671 -0.02 0.01 0.00
H -2.792 -0.030 -5.004 0.03 0.03 -0.01
H -5.242 -1.119 -3.532 0.00 0.02 -0.01
H -5.316 0.300 -4.570 -0.01 0.01 -0.02
H -4.645 2.844 -3.503 0.02 0.01 -0.04
H -3.358 1.964 -4.326 0.01 -0.02 0.01
H -3.090 3.342 -1.616 -0.08 0.06 0.20
H -2.504 3.964 -3.162 -0.03 0.02 0.16
O -3.357 1.766 1.089 -0.23 0.54 -0.22
S -4.169 2.990 1.368 0.17 -0.86 -0.23
C -3.045 4.273 1.927 0.18 0.27 0.05
C -2.173 3.843 3.087 -0.20 -0.05 0.37
C -1.046 4.822 3.411 -0.39 0.35 0.07
C 0.168 4.691 2.528 0.18 0.43 0.08
S 0.939 3.092 2.678 0.20 -0.57 -0.37
O -0.050 2.134 2.036 -0.63 1.81 1.32
C 0.848 2.846 4.431 0.11 -0.27 -0.07
C 0.543 1.415 4.794 0.19 0.42 0.00
C 0.440 1.295 6.290 -0.05 0.05 -0.09
C 0.955 2.222 7.130 -0.08 0.06 0.07
C 1.564 3.412 6.654 -0.01 -0.01 -0.07
C 1.491 3.704 5.292 0.06 -0.08 0.10
C -4.929 2.680 2.953 -0.26 -0.12 0.28
C -4.477 1.594 3.692 -0.08 0.24 -0.20
C -5.059 1.337 4.927 0.05 0.05 -0.12
C -6.079 2.148 5.403 -0.02 0.04 -0.02
C -6.530 3.222 4.645 -0.06 0.03 0.04
C -5.959 3.487 3.410 0.05 -0.01 0.03
H -3.680 5.125 2.190 -0.01 0.08 -0.07
H -2.473 4.534 1.033 0.10 -0.01 0.00
H -1.760 2.851 2.878 -0.11 0.19 0.05
H -2.803 3.759 3.976 -0.01 0.00 -0.04
H -0.742 4.648 4.446 -0.04 0.08 -0.14
H -1.393 5.863 3.369 -0.16 -0.03 -0.05
H 0.929 5.428 2.801 0.03 -0.02 -0.02
H 0.007 4.808 1.452 -0.08 -0.04 0.01
H -0.367 1.057 4.313 -0.11 -0.01 0.02
H -0.062 0.432 6.701 -0.06 -0.12 0.04
H 0.895 2.058 8.201 0.00 0.00 0.03
H 2.034 4.103 7.338 0.03 0.03 0.04
H 1.941 4.616 4.917 0.02 0.08 -0.05
H -3.681 0.974 3.295 -0.21 0.14 0.07
H -4.706 0.504 5.518 0.05 -0.07 -0.01
H -6.529 1.943 6.365 -0.03 0.00 0.05
H -7.333 3.848 5.013 -0.02 0.01 0.02
H -6.309 4.315 2.807 -0.04 0.06 -0.04
C -2.091 -3.710 5.460 -0.07 -0.06 0.05
N -1.460 -2.478 5.049 -0.11 0.06 -0.19
C -0.165 -2.128 5.602 0.13 -0.06 0.07
C -2.136 -1.576 4.353 0.45 -0.30 0.38
N -2.671 -0.755 3.747 -0.15 -0.07 -0.21
H -2.254 -3.727 6.543 -0.02 -0.01 0.00
H -1.461 -4.560 5.186 0.01 0.00 0.02
H -3.050 -3.810 4.956 0.01 -0.03 0.01
H -0.249 -1.814 6.647 0.01 -0.02 -0.01
H 0.278 -1.326 5.017 0.09 0.06 -0.01
H 0.490 -2.998 5.540 -0.02 0.06 0.05
C 4.359 4.502 -3.185 -0.10 0.04 -0.02
Si 3.586 4.854 -1.490 -0.06 0.00 0.01
C 4.329 6.492 -0.911 -0.08 0.08 0.00
C 4.264 3.523 -0.341 -0.23 0.02 -0.04
Se 1.376 4.818 -1.542 0.10 -0.01 0.04
H 5.376 4.891 -3.265 0.11 0.02 0.01
H 3.748 4.954 -3.967 0.01 0.04 -0.07
H 4.398 3.427 -3.369 -0.04 -0.10 -0.03
H 5.398 6.547 -1.123 0.11 -0.01 -0.01
H 4.188 6.606 0.165 -0.04 0.03 0.06
H 3.828 7.325 -1.405 0.01 0.06 -0.02
H 5.351 3.485 -0.265 0.11 0.00 -0.05
H 3.899 2.577 -0.747 0.09 -0.17 0.12
H 3.844 3.652 0.658 0.00 -0.06 0.05
N 1.653 0.879 3.993 -0.18 -0.61 0.14
C 2.942 0.809 4.432 -0.10 0.26 -0.15
C 3.417 0.556 5.734 0.00 -0.07 0.18
C 4.777 0.430 5.978 0.07 -0.01 -0.03
C 5.718 0.568 4.965 -0.12 0.02 0.04
C 5.268 0.850 3.675 0.03 -0.02 0.05
C 3.920 0.980 3.424 0.19 -0.13 -0.03
H 2.710 0.432 6.545 0.16 0.01 -0.11
H 5.109 0.217 6.989 0.01 -0.01 0.02
H 6.775 0.465 5.172 0.05 -0.01 0.01
H 5.975 0.974 2.864 0.02 0.00 -0.02
H 3.568 1.214 2.427 0.08 0.01 -0.02
C -2.637 -5.063 -1.098 -0.07 -0.04 0.06
C -1.623 -5.522 -0.047 -0.09 -0.04 -0.09
C -2.295 -5.414 1.320 -0.07 -0.03 -0.02
C -1.250 -6.976 -0.309 -0.09 -0.03 -0.04
Sb 0.014 -4.061 -0.113 0.08 0.29 0.06
C 1.268 -4.734 -1.780 0.04 -0.03 0.01
C 2.092 -5.994 -1.540 0.02 0.02 -0.04
C 2.214 -3.565 -2.061 -0.06 -0.02 -0.08
C 0.366 -4.928 -2.997 0.05 -0.02 -0.07
C 1.176 -4.553 1.677 0.01 0.01 0.04
C 2.539 -3.887 1.513 -0.06 0.01 0.07
C 0.471 -3.874 2.851 0.13 -0.01 0.02
C 1.366 -6.032 1.985 -0.02 0.02 0.08
H -3.536 -5.690 -1.036 -0.03 -0.02 -0.01
H -2.255 -5.140 -2.113 0.07 -0.02 -0.10
H -2.945 -4.028 -0.947 0.00 0.05 0.04
H -3.232 -5.987 1.304 -0.03 -0.01 0.01
H -2.546 -4.383 1.577 0.00 0.07 -0.01
H -1.678 -5.821 2.117 0.09 -0.06 0.07
H -2.148 -7.603 -0.208 -0.02 -0.03 0.00
H -0.506 -7.356 0.387 0.07 0.00 0.09
H -0.865 -7.128 -1.315 0.04 0.03 -0.08
H 2.914 -5.820 -0.848 0.03 0.03 0.06
H 2.552 -6.299 -2.487 0.05 0.00 -0.04
H 1.493 -6.831 -1.184 -0.12 -0.10 0.02
H 2.918 -3.397 -1.252 0.06 -0.02 0.07
H 1.673 -2.635 -2.247 -0.05 0.06 -0.02
H 2.813 -3.790 -2.950 0.02 -0.02 -0.03
H -0.245 -5.827 -2.933 -0.04 -0.08 0.04
H 0.999 -5.025 -3.888 0.00 -0.02 -0.02
H -0.303 -4.083 -3.172 -0.03 0.08 0.00
H 2.444 -2.830 1.268 -0.02 0.06 0.00
H 3.179 -4.345 0.762 -0.01 -0.05 -0.06
H 3.082 -3.947 2.463 0.04 -0.01 0.05
H 0.330 -2.803 2.685 0.03 0.02 -0.05
H 1.105 -3.981 3.741 -0.01 -0.03 -0.03
H -0.502 -4.302 3.077 -0.09 -0.07 -0.01
H 1.846 -6.570 1.173 0.06 -0.03 -0.12
H 0.426 -6.533 2.223 -0.08 -0.02 0.01
H 2.017 -6.127 2.863 0.02 -0.01 0.04
Cl 6.901 -1.764 0.985 0.09 -0.02 0.02
C 5.861 -1.826 -0.361 -0.45 0.26 0.02
Cl 5.397 -4.537 -0.453 0.10 -0.03 -0.04
Cl 6.520 -1.654 -1.924 0.10 0.00 -0.03
C 4.538 -1.373 -0.176 0.37 -0.35 -0.02
N 3.437 -1.059 -0.020 0.64 -0.19 -0.21
```
Forces are in eV/Å.

## Properties
- lowest unoccupied orbital energy (spin up / spin down) (eV) = 3.225 / 3.225
- total charge = -2
- max |F| (eV/Å) = 2.32
- calculated total energy (hartree) = -9044.24946

Mulliken population analysis, charges in e, atoms 1 to 6: number 1, Cs, carries 0.665; number 2, C, carries -0.908; number 3, C, carries -0.427; number 4, S, carries 0.120; number 5, C, carries -1.181; number 6, C, carries 1.872